One molecule with the formula C4H6NO3. Source: the Open Molecules 2025 dataset; level of theory: the ωB97M-V functional and the def2-TZVPD basis.

Geometry as ORCA input:
```
! RIJCOSX wB97M-V def2-TZVPD def2/J DEFGRID3
* xyz 0 2
C -0.685 -1.678 -0.099
N -0.251 -0.372 -0.276
C -1.292 0.616 -0.466
C 1.118 -0.092 -0.030
C 1.308 1.169 0.964
O 0.462 1.233 1.840
O 2.321 1.775 0.639
O -1.792 -2.120 -0.157
H 0.232 -2.320 0.030
H -1.664 0.515 -1.516
H -2.074 0.451 0.270
H -0.940 1.639 -0.604
H 1.627 -0.977 0.371
H 1.629 0.160 -0.965
*
```

* E_HOMO (alpha / beta): -10.300 / -10.300 eV
* ΔE to the lowest compared entry with this formula, charge and spin: 98.4 kJ/mol

=====

C37H36LiN3O5P as an isolated structure. Source: the Open Molecules 2025 dataset; level of theory: the ωB97M-V functional and the def2-TZVPD basis.

Geometry as ORCA input:
```
! RIJCOSX wB97M-V def2-TZVPD def2/J DEFGRID3
* xyz 1 1
Li 0.667 2.174 -0.297
O 1.726 3.049 3.472
C 1.191 2.701 2.311
O 1.579 3.123 1.241
C 0.066 1.728 2.420
C -0.248 1.061 3.584
C -1.312 0.164 3.536
C -2.002 0.001 2.356
C -1.602 0.719 1.223
N -0.584 1.563 1.261
C -2.441 0.601 -0.015
O -3.754 0.761 0.419
O -0.774 1.707 -1.489
H 2.440 3.684 3.307
H 0.312 1.241 4.490
H -1.600 -0.394 4.417
H -2.852 -0.661 2.293
H -4.300 1.081 -0.314
C 4.032 3.277 -0.878
C 4.533 1.838 -0.884
C 5.793 1.713 -0.032
C 3.485 0.821 -0.409
C 3.874 -0.614 -0.795
O 3.022 -0.898 -1.933
C 2.089 0.055 -1.943
N 2.189 1.014 -1.106
C 1.111 -0.032 -3.056
C 1.484 0.660 -4.208
C 0.661 0.678 -5.322
C -0.540 -0.013 -5.289
C -0.902 -0.712 -4.149
C -0.100 -0.729 -3.002
P -0.894 -1.666 -1.619
C -2.194 -0.398 -1.163
C -2.060 1.160 -1.348
C -3.070 1.835 -2.174
C -4.166 1.207 -2.623
C -4.360 -0.213 -2.397
C -3.435 -0.950 -1.768
C 0.399 -2.059 -0.379
C 0.840 -1.345 0.731
C 1.693 -1.922 1.662
C 2.162 -3.214 1.475
C 1.773 -3.924 0.348
C 0.883 -3.360 -0.554
H 4.810 3.942 -1.253
H 3.774 3.596 0.132
H 3.151 3.402 -1.508
H 4.779 1.565 -1.919
H 5.581 2.002 1.001
H 6.578 2.370 -0.406
H 6.194 0.698 -0.018
H 3.337 0.924 0.671
H 3.660 -1.356 -0.030
H 4.905 -0.707 -1.130
H 2.428 1.191 -4.220
H 0.961 1.220 -6.209
H -1.191 -0.019 -6.153
H -1.835 -1.264 -4.138
H -0.459 1.466 -2.374
H -2.863 2.867 -2.428
H -4.889 1.748 -3.220
H -5.235 -0.693 -2.816
H -3.535 -2.027 -1.721
H 0.524 -0.329 0.877
H 1.999 -1.354 2.533
H 2.828 -3.665 2.200
H 2.136 -4.931 0.185
H 0.536 -3.947 -1.397
C -4.241 -3.843 4.719
C -3.673 -3.481 3.378
C -4.471 -2.933 2.378
C -3.914 -2.637 1.146
N -2.629 -2.840 0.844
C -1.868 -3.373 1.800
C -2.338 -3.701 3.063
H -4.925 -3.074 5.078
H -3.455 -3.986 5.459
H -4.806 -4.774 4.649
H -5.521 -2.736 2.554
H -4.527 -2.192 0.371
H -0.827 -3.543 1.547
H -1.662 -4.131 3.792
*
```

* E_HOMO: -10.725 eV
* ΔE to the lowest compared entry with this formula, charge and spin: 0.0 kJ/mol

=====

A 2-piece molecular cluster, C2H7N3O2 overall. Source: the Open Molecules 2025 dataset; level of theory: the ωB97M-V functional and the def2-TZVPD basis.

Geometry as ORCA input:
```
! RIJCOSX wB97M-V def2-TZVPD def2/J DEFGRID3
* xyz 0 1
C -0.191 1.055 1.053
C 0.490 0.048 -0.034
N 0.506 0.765 -1.160
N 1.489 -0.727 0.325
N -1.307 -1.038 -0.290
O 0.443 1.062 2.050
O -1.236 1.577 0.546
H -0.235 1.446 -1.142
H 0.845 0.303 -1.983
H 1.796 -0.790 1.263
H 2.286 -0.835 -0.228
H -2.112 -1.386 -0.751
H -1.260 -1.471 0.625
H -1.514 -0.007 -0.273
*
```

* E_HOMO: -9.384 eV
* ΔE to the lowest compared entry with this formula, charge and spin: 217.0 kJ/mol

=====

CHCrF3O2S as an isolated structure. Source: the Open Molecules 2025 dataset; level of theory: the ωB97M-V functional and the def2-TZVPD basis.

Geometry as ORCA input:
```
! RIJCOSX wB97M-V def2-TZVPD def2/J DEFGRID3
* xyz 1 4
S 1.192 2.173 -1.401
O 0.520 0.970 -2.102
O 0.527 3.366 -2.126
Cr -0.572 2.158 -3.312
C 0.235 2.190 0.221
F 0.569 1.118 0.928
F 0.554 3.278 0.908
F -1.079 2.175 0.012
H -2.203 2.225 -3.716
*
```

* E_HOMO (alpha / beta): -15.723 / -15.891 eV

=====

What did we get for F_max? Answer: 2.37 0.09 4.12 1.69 eV Å⁻¹, in the order shown.